{
  "formula": "C32H88ClN8O12",
  "method": "ωB97M-V with the def2-TZVPD basis set",
  "homo_ev": [2.370, -4.551],
  "total_energy_ha": -3072.61399,
  "s2": 0.75,
  "spin_multiplicity": 2,
  "total_charge": -2,
  "gap_ha": [0.0502, 0.3044],
  "symbols": ["Cl", "O", "O", "O", "O", "C", "C", "C", "O", "C", "N", "H", "H", "H", "H", "H", "H", "H", "H", "H", "H", "H", "C", "C", "C", "O", "C", "N", "H", "H", "H", "H", "H", "H", "H", "H", "H", "H", "H", "C", "C", "C", "O", "C", "N", "H", "H", "H", "H", "H", "H", "H", "H", "H", "H", "H", "C", "C", "C", "O", "C", "N", "H", "H", "H", "H", "H", "H", "H", "H", "H", "H", "H", "C", "C", "C", "O", "C", "N", "H", "H", "H", "H", "H", "H", "H", "H", "H", "H", "H", "C", "C", "C", "O", "C", "N", "H", "H", "H", "H", "H", "H", "H", "H", "H", "H", "H", "C", "C", "C", "O", "C", "N", "H", "H", "H", "H", "H", "H", "H", "H", "H", "H", "H", "C", "C", "C", "O", "C", "N", "H", "H", "H", "H", "H", "H", "H", "H", "H", "H", "H"],
  "xyz": [[0.429188, -0.485298, 1.652492], [0.708178, -1.325988, 2.798972], [1.257548, -0.885048, 0.530692], [-0.952712, -0.549238, 1.295182], [0.792928, 0.926452, 1.912932], [3.408078, -4.152968, 0.122322], [4.136808, -3.135678, -0.712228], [4.560728, -1.887938, 0.034212], [4.921938, -0.868638, -0.972138], [5.441478, 0.312282, -0.442438], [5.296478, -3.844968, -1.212788], [4.005108, -4.544098, 0.946142], [3.068018, -4.912108, -0.582068], [2.469928, -3.744958, 0.498472], [3.446628, -3.001818, -1.545188], [5.432618, -2.150398, 0.633402], [3.759878, -1.495248, 0.660742], [6.010638, 0.721372, -1.277188], [6.145278, 0.126862, 0.368972], [4.654628, 0.998852, -0.130028], [5.899528, -3.935948, -0.407708], [5.759298, -3.147858, -1.778418], [1.583828, -1.437488, -2.999928], [0.258448, -0.868058, -3.368178], [-0.349112, -1.384148, -4.692008], [0.463088, -1.060148, -5.778778], [0.081488, -1.544068, -7.096818], [-0.546832, -0.976148, -2.181948], [2.407088, -0.880048, -3.446688], [1.743048, -2.486038, -3.251498], [1.795848, -1.308258, -1.938588], [0.297508, 0.195772, -3.602328], [-1.329542, -0.917628, -4.788018], [-0.588312, -2.447488, -4.705738], [0.757758, -1.228388, -7.891248], [-0.967082, -1.264388, -7.198738], [0.065028, -2.630438, -7.184048], [-0.616682, -1.933668, -1.868318], [0.126628, -0.751988, -1.463408], [-4.558632, 0.203222, -2.708518], [-4.196822, -0.451368, -1.360928], [-3.913342, -1.962898, -1.249108], [-5.120252, -2.649288, -1.413868], [-4.969972, -4.025518, -1.953268], [-2.982372, 0.284822, -0.951248], [-3.738742, 0.074672, -3.415178], [-4.972852, 1.211432, -2.702688], [-5.367272, -0.361168, -3.172918], [-5.026452, -0.169758, -0.712458], [-3.370852, -2.275488, -0.356868], [-3.262472, -2.356378, -2.029908], [-4.220402, -4.644628, -1.460378], [-4.890852, -3.881738, -3.030838], [-5.912582, -4.532768, -1.747648], [-2.217512, -0.084808, -1.497558], [-2.807362, -0.056068, -0.016768], [-0.358422, -4.029148, -0.599908], [-0.672612, -4.872938, -1.873598], [0.541628, -5.513748, -2.610558], [0.275158, -6.309788, -3.724988], [-0.480232, -5.703088, -4.741838], [-1.716552, -5.807818, -1.565968], [-1.293802, -3.549098, -0.312298], [0.287118, -3.198048, -0.883878], [0.074038, -4.553278, 0.252352], [-1.175192, -4.184198, -2.552678], [0.987848, -6.240388, -1.931618], [1.330648, -4.770288, -2.723798], [-0.566162, -6.425238, -5.553758], [0.188238, -4.989578, -5.223648], [-1.503852, -5.392378, -4.532628], [-1.290352, -6.424108, -0.888738], [-1.570062, -6.370738, -2.391658], [-6.163982, 3.755592, 2.356392], [-4.656382, 3.738922, 2.783432], [-4.186532, 2.330712, 2.822442], [-2.984602, 2.251622, 3.610942], [-2.482652, 0.948312, 3.751382], [-3.879592, 4.614702, 1.916542], [-6.773792, 2.978962, 2.818002], [-6.156772, 3.529612, 1.290102], [-6.631982, 4.689772, 2.666862], [-4.529202, 4.148292, 3.785602], [-3.867012, 2.007772, 1.831632], [-5.000112, 1.661512, 3.102362], [-1.397502, 0.880632, 3.674172], [-2.821652, 0.198122, 3.036962], [-2.602112, 0.518902, 4.746092], [-3.791922, 4.106902, 1.047892], [-2.938992, 4.696712, 2.275212], [4.224008, -3.010098, 3.285242], [4.354128, -1.811148, 4.212252], [4.663058, -0.466778, 3.505472], [5.113358, 0.556462, 4.429832], [4.247038, 1.616792, 4.583562], [3.071978, -1.747368, 4.923382], [3.470688, -2.798118, 2.526512], [4.037058, -3.963978, 3.778462], [5.143378, -3.075058, 2.703322], [5.174168, -2.019078, 4.899562], [3.784228, -0.136108, 2.951932], [5.394258, -0.632668, 2.714322], [4.711448, 2.258392, 5.332412], [3.218898, 1.415302, 4.884272], [4.229718, 2.297732, 3.732612], [2.344148, -1.610518, 4.236622], [3.082128, -0.931618, 5.518832], [-1.232902, 5.195552, -4.122458], [-0.073702, 5.262922, -3.233768], [0.266398, 3.949192, -2.480258], [-0.727962, 3.446352, -1.604918], [-0.389242, 2.261902, -0.950708], [1.079008, 5.664072, -3.979138], [-2.181482, 4.999542, -3.622588], [-1.096252, 4.409072, -4.864678], [-1.460742, 6.157942, -4.580698], [-0.306692, 5.991842, -2.457568], [1.050228, 4.342642, -1.833028], [0.641798, 3.160882, -3.132748], [-0.496222, 1.320202, -1.489098], [-1.093102, 2.185392, -0.121958], [0.614858, 2.320502, -0.530638], [0.763318, 6.328822, -4.670918], [1.255448, 4.854812, -4.557118], [-1.716762, 5.493922, 3.946222], [-0.591012, 4.486252, 3.657912], [-0.296522, 3.636522, 4.929352], [0.460298, 4.453442, 5.826282], [1.889568, 4.221092, 5.926782], [-1.040302, 3.753882, 2.496452], [-1.814272, 6.099982, 3.045502], [-1.400092, 6.175952, 4.735302], [-2.739352, 5.162062, 4.125892], [0.346328, 4.957602, 3.362392], [0.159768, 2.658392, 4.777102], [-1.174692, 3.356402, 5.511122], [2.239128, 4.839542, 6.753482], [2.380078, 4.362032, 4.963642], [2.030538, 3.184772, 6.233822], [-0.310012, 3.111682, 2.223772], [-1.797362, 3.112142, 2.683912]],
  "forces_ev_per_a": [[1.4351, 2.0681, -0.4843], [-0.1341, 0.2657, -0.1373], [-0.1188, -0.6722, 0.0296], [-0.4865, -0.3740, 0.0794], [-0.4943, -1.3478, 0.5900], [-1.2027, 0.2111, 0.2321], [-0.4284, -0.8790, 0.3458], [-0.6632, 1.2830, -1.4919], [-0.3968, -1.9211, 0.9416], [0.2948, -0.0493, -0.5246], [0.5637, 0.4316, -0.7454], [-0.0373, -0.2212, -0.0862], [0.4107, -0.4684, 0.2730], [0.0619, 0.2115, 0.4159], [0.2758, 0.9290, -0.1137], [0.2054, 0.2154, 0.2027], [-0.0667, 0.1048, 0.0772], [-0.0137, 0.5124, 0.1396], [0.0353, -0.0083, 0.3003], [-0.0340, 0.1143, 0.1573], [0.3862, -0.3845, 0.1715], [0.5220, -0.0713, -0.5094], [2.2350, 0.2730, -0.5163], [0.0483, -0.0087, -1.3580], [-1.0347, -0.6285, 0.3351], [1.4653, 0.1707, -1.0748], [-0.8722, -0.2782, 1.6683], [-1.1224, -0.2919, 0.6099], [0.1334, -0.1492, -0.4560], [-0.2933, -0.1098, -0.1094], [-0.1677, -0.1208, 0.1429], [0.5311, 0.3020, 0.3009], [-0.3343, 0.3560, -0.0816], [0.2959, -0.4901, 0.3102], [-0.0789, 0.6833, 0.4041], [-0.0264, 0.3510, -0.7805], [0.1793, -0.3823, 0.5088], [-0.6443, -0.6891, -0.7252], [-0.1891, 1.0292, 0.6228], [-0.7390, -2.1429, -0.8488], [1.0447, 1.5146, -0.2106], [-0.4366, -0.1233, -1.6151], [-0.8022, -2.1298, 0.2101], [-1.0826, 1.7406, 0.6111], [-1.1724, -0.1847, 0.9895], [0.2227, 0.4804, 0.0448], [0.6920, 0.1509, 0.6155], [-0.2454, -0.3476, -0.0840], [0.0336, -0.3329, 0.5072], [-0.2439, 0.4881, 0.7276], [0.5072, 0.6500, -0.5699], [0.5459, 0.4405, -0.2681], [0.5555, -0.5317, -0.0317], [-0.2050, 0.1867, -0.0652], [0.4241, -0.0016, -0.3078], [0.5705, 0.2567, 0.3885], [0.0959, 0.1559, -1.3803], [0.5307, 1.7838, 0.3907], [0.1077, -0.0337, 1.8691], [-0.8695, -0.2467, 0.4527], [0.9978, -0.4436, -1.6792], [0.4323, -1.2192, -0.3237], [-0.0747, -0.2037, 0.2723], [0.4354, -0.1607, 0.3092], [-0.0189, -0.2166, -0.1400], [0.3407, 0.4083, -0.3295], [0.0766, -0.0693, 0.4529], [-0.0015, 0.3866, -0.7173], [-0.1566, -0.4654, 0.1912], [-0.5834, 1.0111, 0.0900], [0.1643, 0.4412, 0.4602], [-0.1776, -0.3632, 0.7652], [-1.2212, -0.9480, -0.5194], [0.9555, -0.1556, 0.4977], [-1.1558, 0.7758, 0.2981], [1.1115, -0.8163, -0.5006], [-1.2613, -0.5419, 0.4966], [0.9948, -1.3190, 0.4869], [-0.6682, -0.1876, -0.1250], [0.2762, -0.2323, 0.2357], [-0.4142, 0.5394, -0.1579], [0.1206, 0.1924, -0.6956], [-0.3588, -0.0762, 0.2823], [-0.2937, -0.0479, -0.5054], [0.2447, -0.2712, 0.7273], [0.2168, 0.7689, -0.4952], [-0.4229, 0.3661, -0.2663], [-0.8211, 0.2378, 0.3451], [0.2392, 0.1939, -0.5185], [-0.0044, -0.0553, -0.3487], [0.7857, 0.8423, -1.0748], [-0.7976, 0.1041, 0.1232], [0.0322, -0.4737, -0.1428], [-0.0409, -1.9246, -0.7204], [0.2021, 1.8202, 0.3511], [0.6758, 0.0579, 0.6718], [-0.3840, -0.2209, 0.2148], [-0.1088, 0.2961, 0.1585], [0.2492, -0.3623, 0.0021], [-0.0297, 0.1597, 0.3402], [-0.3550, 0.1475, 0.2040], [0.6108, 0.1949, 0.2032], [-0.1467, -0.0858, 0.4874], [-0.0401, -0.4738, -0.0497], [-0.2559, -0.2583, -0.6549], [-0.3290, 0.0662, -0.1508], [-0.1990, 0.1372, 0.1871], [-2.2754, -0.4044, -0.6306], [-0.9574, -0.6691, 1.7193], [0.1746, 0.8196, 1.0116], [-0.6377, 0.9922, -1.5827], [0.0103, -0.2717, 1.2062], [1.0603, -0.0688, -0.3888], [0.0813, -0.4706, 0.3740], [-0.0711, 0.1002, -0.3179], [0.4517, 0.1364, -0.4476], [0.2327, 0.1897, 0.2049], [0.8174, -0.5989, 0.0217], [0.0806, -0.0473, -0.3251], [0.0102, 0.3407, -0.6554], [0.1049, -0.0517, 0.0558], [0.2464, -0.0087, 0.0706], [0.0713, 0.4801, -0.0016], [0.6585, -0.2983, -0.2879], [1.1976, 1.4333, -0.1306], [-1.6663, -1.2499, 0.6544], [0.2305, 0.4485, 0.3467], [1.1085, 0.2167, 0.5658], [-1.9186, -0.6763, -0.0329], [1.0995, -0.6789, -0.8710], [0.1064, 0.2474, -0.0403], [-0.2035, -0.0116, 0.2491], [0.4549, -0.7027, 0.4291], [-0.0718, 0.4406, 0.2793], [0.6227, 0.0716, -0.6099], [-0.5481, 0.3583, -0.3285], [0.1597, 0.2649, -0.4310], [0.2434, 0.3370, 0.0863], [0.2204, -0.2256, -0.0318], [0.4182, -0.0588, -0.4684], [-0.1268, 0.3210, 0.4797]]
}